# 1
Molecular formula: C40H33I2N4O3PRuSe
Method: DFT, the ωB97M-V functional and the def2-TZVPD basis

Total energy (hartree): -5421.35222
Frontier orbital gap (spin up / spin down) (eV): 4.4 / 4.4
Energy relative to the best compared isomer or geometry (same formula, charge and spin) (kJ/mol): 36.49
Lowest unoccupied orbital energy (spin up / spin down) (eV): -7.23 / -7.23

ORCA input file:
```
! RIJCOSX wB97M-V def2-TZVPD def2/J DEFGRID3
* xyz 2 1
Ru 0.443 0.745 -0.258
C 4.935 0.100 9.855
O 5.432 1.358 9.370
C 4.776 2.019 8.443
C 3.571 1.561 7.855
C 2.954 2.327 6.908
C 3.519 3.563 6.524
C 4.705 4.027 7.140
C 5.338 3.257 8.068
N 2.973 4.409 5.606
N 1.943 4.151 4.993
C 1.329 3.465 4.094
C -0.114 3.437 4.094
C -0.805 2.773 3.142
C -0.117 2.122 2.073
O -0.719 1.536 1.123
C 1.321 2.150 2.044
N 1.886 1.534 0.979
C 3.196 1.647 0.795
C 4.011 2.331 1.694
C 3.452 2.919 2.811
C 2.073 2.827 3.004
H 5.663 -0.231 10.587
H 4.872 -0.623 9.042
H 3.965 0.237 10.333
H 3.128 0.630 8.173
H 2.013 2.003 6.480
H 5.090 4.995 6.849
H 6.251 3.573 8.553
H -0.618 3.968 4.888
H -1.887 2.749 3.144
H 3.599 1.199 -0.104
H 5.070 2.407 1.496
H 4.074 3.473 3.501
I -0.124 -1.872 1.041
C -1.515 -2.128 -0.547
I -1.616 -0.335 -1.679
H -2.489 -2.333 -0.120
H -1.175 -2.943 -1.175
Se 0.695 2.882 -1.322
C -0.946 3.333 -2.187
C -2.199 3.098 -1.637
C -3.321 3.522 -2.337
N -3.271 4.153 -3.504
C -2.064 4.393 -4.011
C -0.879 4.007 -3.401
H -2.313 2.637 -0.665
H -4.310 3.351 -1.925
H -2.038 4.917 -4.960
H 0.069 4.227 -3.873
O 1.643 -0.505 -1.433
P 2.889 -0.913 -2.196
C 2.448 -1.943 -3.590
C 1.374 -2.821 -3.454
C 1.040 -3.673 -4.492
C 1.782 -3.655 -5.667
C 2.852 -2.783 -5.807
C 3.186 -1.922 -4.771
C 3.831 0.475 -2.817
C 3.132 1.496 -3.463
C 3.821 2.570 -4.003
C 5.206 2.622 -3.913
C 5.907 1.601 -3.284
C 5.223 0.528 -2.734
C 3.951 -1.892 -1.126
C 4.930 -2.731 -1.657
C 5.748 -3.465 -0.813
C 5.584 -3.378 0.563
C 4.596 -2.561 1.096
C 3.780 -1.821 0.254
H 0.810 -2.833 -2.529
H 0.205 -4.354 -4.390
H 1.522 -4.322 -6.478
H 3.420 -2.765 -6.727
H 4.008 -1.227 -4.893
H 2.055 1.448 -3.551
H 3.277 3.363 -4.498
H 5.743 3.460 -4.337
H 6.986 1.638 -3.227
H 5.776 -0.259 -2.236
H 5.045 -2.829 -2.730
H 6.506 -4.115 -1.229
H 6.218 -3.959 1.219
H 4.455 -2.513 2.168
H 2.989 -1.204 0.662
*
```

Atomic partial charges in e from the Löwdin method, atoms 1 to 2:
1 Ru 0.532
2 C -0.011

---

# 2
Molecular formula: C40H33N3NdO8PS
Method: DFT, the ωB97M-V functional and the def2-TZVPD basis

Total energy (hartree): -3611.27590
Frontier orbital gap (spin up / spin down) (eV): 5.0 / 5.0
Energy relative to the best compared isomer or geometry (same formula, charge and spin) (kJ/mol): 103.03
Lowest unoccupied orbital energy (spin up / spin down) (eV): -1.80 / -1.80

ORCA input file:
```
! RIJCOSX wB97M-V def2-TZVPD def2/J DEFGRID3
* xyz 0 4
Nd -1.694 1.355 -0.080
O -5.702 -2.924 -0.383
C -4.645 -3.583 -0.192
C -4.755 -5.030 -0.348
C -3.646 -5.817 -0.305
C -2.402 -5.250 -0.099
C -2.231 -3.861 0.044
C -3.341 -2.994 -0.009
C -3.137 -1.538 0.111
O -1.941 -1.041 0.158
N -4.261 -0.793 0.015
N -4.035 0.573 -0.057
C -5.007 1.429 -0.414
C -4.804 2.834 -0.265
C -5.776 3.768 -0.697
C -5.497 5.080 -0.478
C -4.295 5.519 0.081
C -3.318 4.579 0.408
N -3.631 3.237 0.259
H -5.170 -1.346 -0.030
H -5.771 -5.328 -0.585
H -3.621 -6.865 -0.594
H -1.483 -5.824 -0.086
H -1.239 -3.461 0.224
H -5.813 1.046 -1.035
H -6.720 3.335 -1.024
H -6.202 5.853 -0.737
H -4.210 6.563 0.239
H -2.314 4.747 0.839
C 3.358 6.621 1.153
O 3.298 6.158 -0.208
C 2.463 5.178 -0.699
C 2.874 4.826 -1.984
C 2.087 3.905 -2.614
C 0.997 3.229 -2.006
C 0.299 2.163 -2.725
C 0.699 1.886 -4.197
O -0.624 1.425 -2.194
C 0.568 3.727 -0.688
O -0.546 3.339 -0.101
C 1.369 4.663 -0.022
H 3.093 7.714 1.275
H 4.357 6.528 1.525
H 2.762 5.972 1.887
H 3.787 5.212 -2.386
H 2.319 3.525 -3.634
H 1.744 1.553 -4.243
H 0.539 2.771 -4.840
H 0.157 1.008 -4.559
H 1.104 4.946 1.006
O 0.831 0.743 0.425
S 0.502 0.544 1.877
O 1.407 1.241 2.749
O -0.949 0.944 2.009
C 0.383 -1.169 2.397
C -0.415 -1.239 3.554
C -0.377 -2.456 4.194
C 0.361 -3.522 3.744
C 1.075 -3.429 2.536
C 0.989 -2.279 1.755
P 1.715 -1.985 0.199
C 3.268 -1.196 0.700
C 3.757 -0.281 -0.221
C 4.876 0.502 0.009
C 5.544 0.439 1.244
C 4.995 -0.382 2.219
C 3.936 -1.287 1.931
C 1.993 -3.596 -0.563
C 0.945 -4.058 -1.403
C 1.135 -5.147 -2.259
C 2.372 -5.784 -2.321
C 3.361 -5.354 -1.469
C 3.186 -4.309 -0.589
H -1.019 -0.360 3.824
H -0.690 -2.537 5.251
H 0.232 -4.394 4.345
H 1.704 -4.271 2.244
H 3.173 -0.195 -1.140
H 5.265 1.211 -0.716
H 6.454 1.029 1.431
H 5.402 -0.401 3.259
H 3.618 -2.013 2.683
H -0.032 -3.571 -1.370
H 0.229 -5.548 -2.768
H 2.499 -6.566 -3.072
H 4.281 -5.949 -1.494
H 3.952 -3.986 0.098
*
```

Atomic partial charges in e from the Löwdin method, atoms 1 to 2:
1 Nd 1.942
2 O -0.077